1.
Molecular formula: C4H16N2O
Method: DFT, the ωB97M-V functional and the def2-TZVPD basis

Geometry (Å):
O -0.640 1.020 2.433
N -1.652 0.560 -1.710
N 0.495 -1.472 1.874
C -0.311 0.575 -0.865
C -0.004 -0.856 -0.465
C 0.719 1.042 -1.761
C 1.214 -1.021 0.570
H -0.870 -1.375 -0.117
H -0.490 1.058 0.021
H 0.080 -0.603 2.355
H 0.249 -1.387 -1.414
H -1.656 -0.202 -2.480
H -1.231 0.900 3.160
H 2.076 -1.710 0.122
H -2.454 0.323 -0.993
H 0.696 2.222 -1.940
H 1.020 0.489 -2.766
H -0.221 -2.307 1.793
H 1.365 -1.851 2.450
H 1.773 1.283 -1.233
H -0.357 1.945 2.554
H -1.690 1.544 -2.138
H 1.889 -0.179 0.550

For the strongest force on any atom, the calculation gives 7.42 eV/A. The HOMO-LUMO gap is 12.535 eV. The value obtained for the LUMO energy is -0.2462 Ha. Its relative energy (zero: lowest compared OMol25 entry of this formula, charge and spin) is 217.21 kJ/mol. The net charge is +2. Its HOMO energy is -19.2 eV.

---

2.
Molecular formula: C4H16N2O
Method: DFT, the ωB97M-V functional and the def2-TZVPD basis

Geometry (Å):
O -0.762 -2.200 3.064
N 0.413 -1.260 1.037
N -0.362 0.793 -3.171
C 0.803 0.110 1.000
C -0.227 0.730 -1.149
C -0.629 2.209 -0.531
C 1.086 0.238 -0.638
H 1.149 -2.047 0.688
H -1.483 1.903 0.137
H -0.062 -1.899 1.835
H 1.196 -0.882 -1.025
H -0.240 -1.175 0.133
H 0.027 0.675 1.541
H -1.124 0.123 -0.995
H 1.766 0.147 1.558
H -0.646 2.978 -1.196
H -0.242 -2.250 3.931
H 2.158 0.740 -0.928
H -1.634 -2.254 3.506
H -0.729 0.032 -3.752
H -1.116 1.459 -3.331
H 0.226 1.160 -3.821
H 0.294 2.425 0.054

For the strongest force on any atom, the calculation gives 7.31 eV/A. The HOMO-LUMO gap is 11.484 eV. The value obtained for the LUMO energy is -0.3045 Ha. Its relative energy (zero: lowest compared OMol25 entry of this formula, charge and spin) is 452.45 kJ/mol. The net charge is +2. Its HOMO energy is -19.8 eV.

---

3.
Molecular formula: C4H16N2O2
Method: DFT, the ωB97M-V functional and the def2-TZVPD basis

Geometry (Å):
O 1.073 0.512 2.551
O 3.320 0.917 3.745
N -0.338 1.200 0.511
N -0.780 -1.636 -3.453
C -1.074 2.196 0.173
C -0.268 -0.645 -1.193
C -0.710 -0.209 0.178
C -1.368 -1.286 -2.034
H -1.975 2.306 -0.402
H -2.279 -0.794 -2.319
H -1.493 -1.880 -4.161
H -0.468 -0.725 -3.850
H 0.659 -1.259 -0.973
H -1.822 -0.381 0.379
H -0.070 -2.385 -3.466
H -0.774 3.242 0.426
H 0.413 0.458 3.265
H 0.116 0.270 -1.686
H 0.435 1.336 1.237
H -1.557 -2.252 -1.559
H 3.803 0.043 3.846
H -0.503 -0.859 1.087
H 1.970 0.721 3.024
H 3.687 1.112 4.674

For the strongest force on any atom, the calculation gives 4.57 eV/A. The HOMO-LUMO gap is 10.180 eV. The value obtained for the LUMO energy is -0.2749 Ha. Its relative energy (zero: lowest compared OMol25 entry of this formula, charge and spin) is 208.38 kJ/mol. The net charge is +2. Its HOMO energy is -17.7 eV.

---

4.
Molecular formula: C4H16N2O3
Method: DFT, the ωB97M-V functional and the def2-TZVPD basis

Geometry (Å):
O -2.182 -0.237 -1.566
O 0.822 -1.198 -2.353
O -0.239 1.791 -1.911
N -0.494 0.095 2.731
N 0.782 -0.237 -0.204
C 0.648 0.721 2.079
C 1.464 -1.192 -1.091
C 1.443 -0.150 1.096
C -1.769 0.164 2.019
H 0.867 -0.328 -2.749
H -1.682 0.581 -1.787
H 1.625 -1.113 1.603
H 1.320 1.053 2.883
H -0.299 -0.863 2.995
H -1.714 -0.933 -2.062
H -0.202 -0.480 -0.135
H -1.809 -0.361 1.059
H -2.556 -0.251 2.656
H -2.030 1.210 1.840
H 0.334 1.646 1.583
H 1.365 -2.225 -0.740
H 2.421 0.325 0.947
H -0.540 2.589 -1.503
H 0.283 1.328 -1.215
H 2.519 -0.945 -1.204

For the strongest force on any atom, the calculation gives 1.23 eV/A. The HOMO-LUMO gap is 9.472 eV. The value obtained for the LUMO energy is 0.0253 Ha. Its relative energy (zero: lowest compared OMol25 entry of this formula, charge and spin) is 83.82 kJ/mol. Its SMILES is CNCCNCO.O.O. The net charge is 0. Its HOMO energy is -8.8 eV.

---

5.
Molecular formula: C4H16N2O4
Method: DFT, the ωB97M-V functional and the def2-TZVPD basis

Geometry (Å):
O -0.705 -2.840 1.356
O -2.776 1.017 1.544
O 3.092 0.247 -2.204
O 1.039 -1.190 2.883
N 1.195 1.225 -0.965
N -1.647 0.011 -0.294
C 0.158 0.670 -1.856
C -1.194 1.011 -1.258
C 2.362 0.376 -0.999
C -1.571 0.402 1.107
H 1.296 2.208 -1.176
H -0.610 -2.087 0.757
H 2.067 -0.594 -0.596
H -0.682 1.042 1.253
H 0.430 -1.861 2.563
H 2.709 -0.459 -2.714
H 0.233 -0.420 -1.993
H 3.049 0.754 -0.223
H 0.204 0.961 -2.925
H -1.366 2.081 -1.016
H -1.381 -0.458 1.731
H -2.602 -0.267 -0.484
H 1.952 -1.499 2.929
H -2.022 1.109 -1.991
H -1.308 -3.404 0.858
H -2.817 1.880 1.112

For the strongest force on any atom, the calculation gives 2.67 eV/A. The HOMO-LUMO gap is 9.893 eV. The value obtained for the LUMO energy is 0.0224 Ha. Its relative energy (zero: lowest compared OMol25 entry of this formula, charge and spin) is 195.77 kJ/mol. Its SMILES is OCNCCNCO.O.O. The net charge is 0. Its HOMO energy is -9.3 eV.

---

6.
Molecular formula: C4H16N2Si2
Method: DFT, the ωB97M-V functional and the def2-TZVPD basis

Geometry (Å):
Si 0.826 -1.259 1.855
Si -1.224 1.803 -2.951
N -1.632 3.389 -3.407
N -0.202 0.988 -3.881
C -1.717 1.604 -1.114
C 1.996 -1.626 3.351
C 0.120 -2.920 1.319
C 1.761 -0.241 0.631
H -0.241 -0.367 2.472
H -2.641 2.218 -0.889
H 1.429 -1.209 4.172
H 0.952 -3.585 1.202
H 2.682 -0.840 0.286
H 1.205 0.034 -0.326
H -1.701 0.529 -0.769
H 2.864 -0.899 3.344
H 2.227 -2.604 3.543
H 2.059 0.696 1.204
H -0.882 2.206 -0.619
H -0.367 -2.896 0.385
H -1.985 4.018 -2.653
H 0.193 0.203 -3.531
H -0.447 -3.406 2.044
H -1.195 4.026 -4.046

For the strongest force on any atom, the calculation gives 4.37 eV/A. The HOMO-LUMO gap is 9.257 eV. The value obtained for the LUMO energy is 0.0113 Ha. Its relative energy (zero: lowest compared OMol25 entry of this formula, charge and spin) is 237.53 kJ/mol. Its SMILES is [H]/N=[Si](\C)N.C[SiH](C)C. The net charge is 0. Its HOMO energy is -8.9 eV.

---

7.
Molecular formula: C4H16N3O
Method: DFT, the ωB97M-V functional and the def2-TZVPD basis

Geometry (Å):
O -0.842 2.674 -2.350
N 0.541 0.108 3.644
N 0.524 -0.749 -2.169
N -0.385 -1.229 0.284
C -0.213 0.404 -2.693
C -0.213 1.540 -1.675
C -0.078 -0.817 2.703
C 0.332 -0.396 1.287
H -0.049 -0.890 -0.733
H -0.967 3.345 -1.676
H -1.195 -0.833 2.705
H -1.363 -0.925 0.217
H -1.262 0.171 -2.940
H 0.145 -0.117 4.556
H 0.398 -1.500 -2.855
H 1.409 -0.604 1.198
H -0.281 -2.235 0.538
H 0.052 0.657 1.146
H 0.813 1.790 -1.351
H 1.515 -0.492 -2.105
H 1.558 -0.060 3.715
H 0.083 -1.906 2.938
H 0.296 0.728 -3.617
H -0.818 1.335 -0.767

For the strongest force on any atom, the calculation gives 2.01 eV/A. The spin multiplicity is 2. The HOMO-LUMO gap (alpha / beta) is 3.640 / 10.399 eV. The value obtained for the LUMO energy (alpha / beta) is 0.0283 / 0.0231 Ha. Its relative energy (zero: lowest compared OMol25 entry of this formula, charge and spin) is 94.38 kJ/mol. The net charge is 0. Its expectation value of S² is 0.75. Its HOMO energy (alpha / beta) is -2.9 / -9.8 eV.

---

8.
Molecular formula: C4H16N4
Method: DFT, the ωB97M-V functional and the def2-TZVPD basis

Geometry (Å):
N 0.153 3.134 -2.124
N -0.187 1.861 -2.107
N 0.646 1.005 -1.685
N -0.684 1.476 0.536
C 1.190 -2.126 0.230
C -0.241 -2.496 -0.147
C 1.287 -1.587 1.655
C -2.070 1.070 0.676
H 0.655 -0.707 1.773
H 0.054 0.908 -0.264
H -2.451 0.812 -0.316
H -0.633 -3.259 0.526
H 0.959 -2.338 2.374
H 1.558 -1.372 -0.472
H 2.312 -1.307 1.901
H -0.300 1.722 1.447
H 1.599 1.371 -1.504
H 1.837 -3.002 0.125
H -0.887 -1.622 -0.087
H -2.677 1.895 1.068
H -2.213 0.206 1.341
H -0.290 -2.882 -1.164
H -0.617 3.782 -2.139
H 0.998 3.453 -1.645

For the strongest force on any atom, the calculation gives 5.04 eV/A. The HOMO-LUMO gap is 8.686 eV. The value obtained for the LUMO energy is 0.0238 Ha. Its relative energy (zero: lowest compared OMol25 entry of this formula, charge and spin) is 321.38 kJ/mol. Its SMILES is [H]/N=N\N.CCC.CN. The net charge is 0. Its HOMO energy is -8.0 eV.